(1)
The following is a DFT calculation (ωB97M-V/def2-TZVPD) of a molecular structure, C23H46BrIrN12O4P at a distorted geometry.

Results
Multiplicity = 2
Net charge = +2
Relative energy (zero: lowest compared OMol25 entry of this formula, charge and spin) = 82.1 kJ/mol
F_max = 0.0293 hartree/bohr

The geometry in XYZ format:
```
88
C23H46BrIrN12O4P | OMol25 | ωB97M-V/def2-TZVPD
Ir 0.51035 -0.06939 1.06425
C 1.29131 2.30314 5.05171
N 2.40222 1.60214 4.41518
C 3.66449 1.47303 5.14228
C 2.21915 1.08377 3.18775
N 1.15825 1.30877 2.45889
N 3.25525 0.28052 2.73319
C 3.42693 -0.28838 1.47946
N 4.66353 -0.77789 1.26091
N 2.46947 -0.33586 0.61551
H 1.54582 2.49453 6.08859
H 0.38707 1.69204 5.03624
H 1.09108 3.26274 4.56830
H 3.64547 2.15141 5.98847
H 4.51077 1.75995 4.51750
H 3.81100 0.46212 5.53185
H 0.48807 1.91384 2.91300
H 3.90351 -0.03856 3.43392
H 5.43715 -0.56441 1.86484
H 4.81696 -1.44763 0.52708
H 2.74493 -0.67874 -0.29756
N 1.41878 5.18927 -1.86215
C 0.42783 5.14580 -0.78945
C 0.19186 3.69314 -0.38539
N 1.51462 3.04057 -0.20585
H 1.91032 6.07284 -1.87875
H 0.98713 5.07038 -2.77060
H 2.07081 3.33323 -1.02431
H -0.53128 5.59881 -1.04833
H 0.82175 5.70162 0.06366
H -0.30947 3.12807 -1.17475
H -0.37743 3.61331 0.53727
H 1.99043 3.37486 0.63195
H 1.41883 2.01544 -0.13194
Br -1.35821 -5.76828 -3.32727
C -0.63337 -5.55116 -1.59903
C -0.30453 -6.65999 -0.82850
N 0.21599 -6.55406 0.38957
C 0.42915 -5.33454 0.87679
C 0.12521 -4.17367 0.17811
C -0.42106 -4.28722 -1.09126
C 0.39211 -2.83329 0.78018
O 0.97771 -2.72177 1.83966
O -0.03861 -1.82251 0.10085
H -0.46640 -7.66176 -1.20863
H 0.85962 -5.26712 1.86847
H -0.65835 -3.39972 -1.66138
C 1.04033 -1.71761 -2.94960
N -0.27639 -1.10200 -3.05336
C -1.05862 -1.56535 -4.19915
P -0.59589 0.35781 -2.37252
O 0.46907 0.70653 -1.35795
N -2.15803 0.26793 -1.86754
C -2.78600 -0.97340 -1.42863
C -2.82490 1.45802 -1.34597
N -0.64637 1.59670 -3.48652
C -1.71647 1.69291 -4.48032
C 0.63218 2.04148 -4.03202
H 1.70247 -1.40979 -3.76505
H 0.93547 -2.80349 -2.99128
H 1.48622 -1.45673 -1.99445
H -0.56215 -1.33540 -5.14648
H -2.04539 -1.10666 -4.19945
H -1.18883 -2.64790 -4.13661
H -2.27165 -1.82934 -1.84895
H -3.82485 -0.98687 -1.76530
H -2.75917 -1.06235 -0.34144
H -2.41872 2.35687 -1.80256
H -2.71229 1.52316 -0.25950
H -3.88830 1.41244 -1.58984
H -2.64987 1.31439 -4.07446
H -1.47787 1.13753 -5.39224
H -1.85843 2.74044 -4.75348
H 1.40614 2.00213 -3.26998
H 0.53615 3.06729 -4.39314
H 0.94511 1.43103 -4.88663
O -1.48682 0.38302 1.55805
N -2.28351 -0.48942 2.17645
C -1.81201 -1.59541 2.76834
C -2.67810 -2.46800 3.39923
C -4.03342 -2.19400 3.43033
C -4.49220 -1.03598 2.81753
C -3.59820 -0.19727 2.19452
H -0.74794 -1.76348 2.68957
H -2.26900 -3.35620 3.85868
H -4.72181 -2.86715 3.92153
H -5.54079 -0.77607 2.81427
H -3.86533 0.72083 1.69561
```

***

(2)
The following is a DFT calculation (ωB97M-V/def2-TZVPD) of 2 unconnected molecules or ions with the total composition C31H35N4O at a distorted geometry.

Results
Net charge = +1
Relative energy (zero: lowest compared OMol25 entry of this formula, charge and spin) = 166.7 kJ/mol
F_max = 0.0460 hartree/bohr

The geometry in XYZ format:
```
71
C31H35N4O | OMol25 | ωB97M-V/def2-TZVPD
C -2.19291 0.69133 -3.36378
C -1.04936 1.46805 -3.42364
N -0.01709 2.03708 -3.46735
N -3.43811 1.26111 -3.54712
C -4.55350 0.44811 -3.63596
C -5.81790 0.99012 -3.60601
C -5.99345 2.37838 -3.54203
C -4.85734 3.18908 -3.53562
C -3.58988 2.63657 -3.54958
H -2.11986 -0.39583 -3.42543
H -4.34043 -0.61893 -3.69022
H -6.66547 0.30565 -3.62362
H -6.99073 2.81032 -3.50662
H -4.92754 4.27530 -3.50747
H -2.68169 3.23907 -3.54917
C 4.36756 -0.65714 2.63144
N 3.55574 -0.19977 1.52936
C 4.17569 0.19668 0.36827
O 5.38601 0.33144 0.21631
C 3.09619 0.39240 -0.67406
C 3.21474 -0.63486 -1.79848
C 3.27673 -2.04256 -1.25075
C 4.50034 -2.57222 -0.82280
C 4.56724 -3.84791 -0.26410
C 3.40609 -4.62013 -0.14253
C 2.19029 -4.11248 -0.61114
C 2.13277 -2.84285 -1.19321
N 1.86613 0.24022 0.10457
C 0.68349 0.16241 -0.53164
C -0.47281 -0.37065 0.03508
C -1.73690 0.06201 -0.34248
C -2.92537 -0.12330 0.43928
C -4.07840 0.67856 0.20164
C -5.17426 0.62218 1.05126
C -5.16365 -0.24196 2.15853
C -4.05225 -1.06362 2.38893
C -2.95555 -1.03045 1.53155
C 2.10967 -0.00827 1.54831
C 1.64426 1.11362 2.56511
C 2.38151 2.41287 2.23836
C 1.94921 0.65091 3.98710
C 0.14284 1.34926 2.48387
H 5.18330 -1.27127 2.23104
H 4.81647 0.18845 3.17426
H 3.75890 -1.25931 3.31034
H 3.15609 1.42395 -1.05701
H 2.38092 -0.51298 -2.49846
H 4.15337 -0.40744 -2.32113
H 5.40451 -1.96338 -0.91474
H 5.52829 -4.23038 0.08316
H 3.45334 -5.61104 0.31219
H 1.27736 -4.70314 -0.52710
H 1.18995 -2.45462 -1.58862
H 0.68592 0.57075 -1.54891
H -0.37072 -1.13740 0.80824
H -1.81785 0.69852 -1.21894
H -4.06606 1.37233 -0.64345
H -6.04278 1.25368 0.85636
H -6.01759 -0.27454 2.83568
H -4.03829 -1.74143 3.24267
H -2.09772 -1.68310 1.70668
H 1.62238 -0.95718 1.84626
H 2.14112 2.75840 1.22525
H 2.06573 3.19135 2.94687
H 3.46806 2.29208 2.33435
H 1.54176 -0.35453 4.16528
H 3.02088 0.65262 4.21052
H 1.47247 1.33264 4.70654
H -0.41749 0.42188 2.66823
H -0.14876 2.07339 3.26156
H -0.15564 1.77183 1.51869
```

***

It is found that the energy values, taken in the order of the records, are -132828.6962, -40715.3553 eV.